The following is a quantum chemistry calculation of a cluster of 2 separate species, C4H12NO2 in total, from OMol25.

Calculated values
E   -364.56446 Eh
Strongest force on any atom   2.6 eV/A
HOMO level   -14.2 eV
Energy relative to the best compared isomer or geometry (same formula, charge and spin)   185.79 kJ/mol
Orbital gap   10.86 eV

Structure (ORCA input):
```
! wB97M-V def2-TZVPD RIJCOSX def2/J DEFGRID3
* xyz 1 1
C 0.264 -1.711 0.622
C 1.412 -0.739 0.171
C 1.246 0.866 0.151
C 0.502 1.380 -1.053
O -0.456 0.843 -1.582
N -1.001 -1.517 -0.189
H 0.020 -1.677 1.662
H 0.528 -2.735 0.364
H 1.864 -1.068 -0.783
H 2.209 -0.974 0.934
H 2.212 1.398 0.061
H 0.891 1.000 1.182
H 1.047 2.004 -1.796
H -0.684 -1.226 -1.148
H -1.588 -2.340 -0.321
H -1.400 -0.612 0.080
H -2.173 2.681 1.262
H -2.522 2.437 -0.227
O -2.372 1.989 0.609
*
```

=====

The following is a quantum chemistry calculation of a structure of composition C29H51IrNOP2Si4, from OMol25.

Calculated values
E   -3210.12413 Eh
Strongest force on any atom   5.5 eV/A
HOMO level (spin up / spin down)   -10.3 / -13.9 eV
Orbital gap (spin up / spin down)   5.85 / 5.04 eV

Structure (ORCA input):
```
! wB97M-V def2-TZVPD RIJCOSX def2/J DEFGRID3
* xyz 2 6
C -1.672 2.850 -3.608
C -1.272 1.716 -2.908
C 0.116 1.467 -2.740
C 1.068 2.378 -3.223
C 0.643 3.514 -3.918
C -0.724 3.743 -4.111
C 2.472 2.058 -2.812
C 2.751 0.607 -3.063
C 1.748 -0.249 -2.581
C 1.945 -1.655 -2.521
C 3.146 -2.174 -2.995
C 4.125 -1.330 -3.524
C 3.936 0.053 -3.559
H -2.739 3.033 -3.746
H 1.386 4.207 -4.317
H -1.061 4.627 -4.654
H 3.205 2.721 -3.267
H 3.304 -3.257 -2.954
H 5.056 -1.764 -3.900
H 4.702 0.708 -3.978
N 0.570 0.315 -2.111
Ir 0.218 0.070 0.082
C -2.249 0.725 -2.350
H -2.050 -0.289 -2.728
H -3.281 1.005 -2.587
C 0.817 -2.523 -2.035
H -0.089 -2.350 -2.638
H 1.096 -3.583 -2.095
P -2.046 0.673 -0.520
P 0.329 -2.173 -0.289
C 1.548 -3.099 0.686
H 1.302 -3.044 1.755
H 1.522 -4.151 0.366
H 2.556 -2.698 0.525
C -1.229 -3.087 -0.109
H -1.010 -4.164 -0.082
H -1.728 -2.800 0.825
H -1.893 -2.878 -0.957
C -2.460 2.346 0.069
H -3.382 2.702 -0.415
H -2.618 2.312 1.156
H -1.649 3.052 -0.149
C -3.429 -0.370 0.030
H -3.383 -0.488 1.121
H -4.379 0.112 -0.244
H -3.378 -1.359 -0.441
C -0.628 -0.180 1.714
O -1.266 -0.372 2.681
H 2.468 2.156 -1.674
C 4.982 -0.825 -0.011
Si 4.475 0.787 0.815
C 5.663 1.149 2.257
C 4.794 2.223 -0.370
Si 2.152 0.497 1.428
Si 2.660 -0.632 3.516
C 3.315 0.587 4.808
C 1.174 -1.469 4.323
C 3.936 -2.011 3.257
Si 1.590 2.734 1.964
C 3.003 3.629 2.860
C 1.201 3.663 0.367
C 0.122 2.775 3.145
H 5.993 -0.690 -0.429
H 4.314 -1.092 -0.842
H 5.019 -1.674 0.684
H 6.654 1.333 1.811
H 5.385 2.049 2.820
H 5.769 0.317 2.962
H 4.688 1.910 -1.418
H 4.145 3.090 -0.196
H 5.836 2.557 -0.235
H 2.594 1.389 5.012
H 3.464 0.027 5.744
H 4.275 1.042 4.539
H 0.630 -2.141 3.648
H 1.537 -2.070 5.173
H 0.463 -0.730 4.715
H 4.910 -1.658 2.900
H 3.575 -2.781 2.562
H 4.094 -2.495 4.233
H 3.901 3.735 2.241
H 2.632 4.639 3.093
H 3.281 3.147 3.805
H 0.497 3.114 -0.274
H 0.745 4.632 0.623
H 2.103 3.862 -0.227
H -0.827 2.554 2.636
H 0.238 2.065 3.976
H 0.055 3.790 3.568
*
```

=====

The following is a quantum chemistry calculation of a structure of composition C37H26MoN6O6P2S2, from OMol25.

Calculated values
E   -3752.70402 Eh
Strongest force on any atom   1.7 eV/A
HOMO level (spin up / spin down)   -8.4 / -8.7 eV
Energy relative to the best compared isomer or geometry (same formula, charge and spin)   0.00 kJ/mol
Orbital gap (spin up / spin down)   6.56 / 6.54 eV

Structure (ORCA input):
```
! wB97M-V def2-TZVPD RIJCOSX def2/J DEFGRID3
* xyz 0 3
Mo -0.175 0.571 -0.911
C 2.543 -2.271 1.405
N 1.681 -1.363 0.649
P 0.253 -0.646 1.226
C 0.648 0.044 2.861
C 0.992 1.389 2.967
C 1.369 1.925 4.190
C 1.397 1.116 5.317
C 1.034 -0.222 5.225
C 0.652 -0.758 4.004
C -0.985 -1.900 1.595
C -0.929 -3.212 1.155
C -2.013 -4.054 1.368
C -3.151 -3.583 2.000
C -3.216 -2.262 2.433
C -2.137 -1.420 2.228
P 2.144 -0.354 -0.643
C 3.639 0.483 -0.017
C 4.860 -0.187 -0.120
C 6.006 0.352 0.441
C 5.952 1.573 1.100
C 4.748 2.257 1.191
C 3.599 1.714 0.636
C 2.831 -1.266 -2.034
C 2.821 -2.643 -2.187
C 3.302 -3.203 -3.360
C 3.765 -2.391 -4.385
C 3.763 -1.009 -4.241
C 3.297 -0.445 -3.064
H 2.255 -2.270 2.455
H 3.582 -1.948 1.347
H 2.465 -3.289 1.022
H 0.943 2.026 2.093
H 1.630 2.974 4.265
H 1.690 1.531 6.273
H 1.037 -0.847 6.109
H 0.343 -1.794 3.942
H -0.059 -3.569 0.616
H -1.971 -5.078 1.019
H -3.999 -4.241 2.143
H -4.108 -1.891 2.922
H -2.188 -0.388 2.560
H 4.918 -1.124 -0.661
H 6.949 -0.174 0.352
H 6.850 1.996 1.531
H 4.705 3.221 1.683
H 2.679 2.271 0.688
H 2.420 -3.276 -1.405
H 3.292 -4.279 -3.485
H 4.113 -2.836 -5.309
H 4.116 -0.372 -5.042
H 3.292 0.635 -2.948
S -0.366 1.156 -3.330
C 0.650 2.493 -2.974
S 0.977 2.641 -1.255
C 1.230 3.332 -3.872
C 0.995 3.175 -5.279
N 0.814 3.042 -6.407
C 2.109 4.382 -3.441
N 2.818 5.221 -3.098
O -3.157 -1.342 -0.614
C -3.183 -0.145 -0.662
O -2.126 0.666 -0.709
C -4.481 0.612 -0.614
C -5.663 -0.116 -0.609
C -6.860 0.565 -0.556
C -6.932 1.943 -0.505
C -5.740 2.630 -0.497
C -4.514 1.995 -0.555
N -5.778 4.108 -0.416
O -6.865 4.643 -0.474
O -4.716 4.689 -0.330
N -8.123 -0.206 -0.543
O -8.038 -1.413 -0.465
O -9.159 0.419 -0.630
H -5.630 -1.195 -0.643
H -7.880 2.455 -0.471
H -3.606 2.580 -0.556
N -0.217 -2.462 -2.055
C -0.202 -1.382 -1.638
*
```

=====

The following is a quantum chemistry calculation of a structure of composition C40H36BrCdCl6N5O6, from OMol25.

Calculated values
E   -7774.14516 Eh
Strongest force on any atom   1.3 eV/A
HOMO level   -1.6 eV
Energy relative to the best compared isomer or geometry (same formula, charge and spin)   81.36 kJ/mol
Orbital gap   5.67 eV

Structure (ORCA input):
```
! wB97M-V def2-TZVPD RIJCOSX def2/J DEFGRID3
* xyz -2 1
Cd 0.497 -0.666 1.344
O 5.149 2.186 1.534
C 5.602 1.111 2.243
C 6.864 1.109 2.815
C 7.304 0.009 3.533
C 6.478 -1.090 3.684
C 5.213 -1.083 3.120
C 4.763 0.003 2.393
C 3.346 0.031 1.811
O 2.584 -0.976 2.143
N 3.546 0.154 0.323
N 2.843 -0.600 -0.454
C 2.642 -0.276 -1.690
C 1.958 -1.158 -2.548
Br 1.607 -2.852 -1.718
C 1.548 -1.053 -3.838
C 1.642 0.013 -4.802
C 1.169 -0.272 -6.095
C 1.232 0.649 -7.116
C 1.772 1.907 -6.891
C 2.224 2.219 -5.621
C 2.160 1.299 -4.594
H 5.782 2.910 1.609
H 7.500 1.982 2.703
H 8.289 0.023 3.979
H 6.817 -1.948 4.249
H 4.528 -1.909 3.234
H 2.938 1.038 2.082
H 3.782 1.099 0.004
H 3.013 0.673 -2.075
H 1.063 -1.936 -4.240
H 0.752 -1.251 -6.293
H 0.854 0.396 -8.098
H 1.821 2.639 -7.687
H 2.629 3.201 -5.416
H 2.514 1.601 -3.625
N -1.944 -1.025 2.250
C -2.182 -1.070 3.682
C -1.486 -2.280 4.306
C 0.043 -2.167 4.281
C 0.737 -3.140 3.326
N 0.401 -2.885 1.934
H -2.483 -0.284 1.815
H -2.225 -1.905 1.834
H -3.263 -1.128 3.918
H -1.781 -0.151 4.113
H -1.806 -3.173 3.764
H -1.834 -2.373 5.340
H 0.447 -2.334 5.284
H 0.326 -1.162 3.968
H 0.499 -4.182 3.616
H 1.814 -2.984 3.430
H -0.522 -3.257 1.678
H 1.082 -3.323 1.326
Cl 0.970 6.289 0.754
C 0.663 4.702 1.376
C 0.144 4.535 2.640
Cl -0.258 5.914 3.604
C -0.064 3.246 3.132
Cl -0.719 3.039 4.727
C 0.243 2.092 2.410
O 0.090 0.912 2.877
C 0.753 2.275 1.060
O 1.010 1.246 0.333
C 0.952 3.574 0.605
Cl 1.619 3.782 -0.986
Cl -0.806 0.994 -1.553
C -2.214 1.553 -2.411
C -2.168 2.743 -3.114
C -3.289 3.200 -3.790
C -4.445 2.443 -3.787
C -4.487 1.252 -3.086
Cl -5.938 0.307 -3.231
C -3.398 0.778 -2.338
N -3.385 -0.400 -1.655
C -4.432 -0.976 -0.944
C -5.430 -0.206 -0.351
C -6.425 -0.807 0.399
C -6.439 -2.180 0.563
C -5.441 -2.950 -0.012
C -4.429 -2.372 -0.762
C -3.290 -3.184 -1.275
C -2.118 -2.905 -0.264
O -2.050 -3.671 0.709
O -1.419 -1.901 -0.492
H -1.254 3.314 -3.116
H -3.260 4.138 -4.324
H -5.319 2.758 -4.338
H -2.458 -0.772 -1.383
H -5.410 0.869 -0.464
H -7.179 -0.193 0.872
H -7.215 -2.653 1.149
H -5.441 -4.023 0.124
H -2.993 -2.875 -2.278
H -3.518 -4.250 -1.251
*
```

=====

The following is a quantum chemistry calculation of a cluster of 8 separate species, C28H84BF4N7O7 in total, from OMol25.

Calculated values
E   -2449.39086 Eh
Strongest force on any atom   3.1 eV/A
HOMO level   -21.1 eV
Energy relative to the best compared isomer or geometry (same formula, charge and spin)   71.92 kJ/mol
Orbital gap   9.76 eV

Structure (ORCA input):
```
! wB97M-V def2-TZVPD RIJCOSX def2/J DEFGRID3
* xyz 6 1
B -0.167 0.329 1.682
F -0.120 1.603 2.217
F -0.663 -0.585 2.682
F -0.925 0.294 0.487
F 1.142 -0.116 1.377
C -3.742 0.672 3.771
C -4.207 0.736 2.329
C -4.061 2.066 1.598
O -4.827 2.097 0.397
C -5.938 2.979 0.546
N -3.527 -0.363 1.564
H -3.752 -0.403 0.571
H -2.509 -0.161 1.623
H -3.622 -1.276 2.013
H -4.332 -0.115 4.255
H -3.926 1.585 4.331
H -2.713 0.348 3.951
H -5.268 0.484 2.316
H -3.003 2.341 1.528
H -4.545 2.788 2.261
H -5.604 3.948 0.930
H -6.685 2.630 1.267
H -6.437 3.131 -0.406
C -3.386 2.734 -2.181
C -2.277 2.990 -3.210
C -1.947 1.749 -4.021
O -0.944 2.078 -4.960
C -0.269 0.950 -5.551
N -2.782 4.005 -4.251
H -3.403 3.451 -4.843
H -3.246 4.812 -3.829
H -2.003 4.313 -4.845
H -3.362 1.749 -1.726
H -4.390 2.924 -2.577
H -3.353 3.453 -1.362
H -1.462 3.459 -2.666
H -2.809 1.383 -4.594
H -1.624 0.945 -3.349
H 0.327 1.304 -6.386
H -0.960 0.165 -5.870
H 0.394 0.611 -4.747
C 6.321 4.129 1.606
C 5.121 4.620 2.410
C 3.950 3.685 2.528
O 4.358 2.508 3.204
C 3.266 1.614 3.468
N 5.626 4.844 3.849
H 5.651 3.908 4.288
H 6.611 5.121 3.874
H 4.960 5.360 4.426
H 6.956 3.415 2.126
H 6.928 4.987 1.313
H 5.927 3.727 0.673
H 4.856 5.622 2.080
H 3.550 3.374 1.554
H 3.096 4.156 3.037
H 2.372 2.097 3.862
H 3.668 0.924 4.210
H 3.073 1.040 2.559
C 4.981 -2.215 4.225
C 3.672 -2.927 4.022
C 2.805 -2.563 2.848
O 1.754 -3.468 2.726
C 0.926 -3.348 1.595
N 3.982 -4.458 3.899
H 4.807 -4.666 3.330
H 4.004 -4.815 4.852
H 3.199 -4.871 3.372
H 4.794 -1.134 4.259
H 5.712 -2.373 3.437
H 5.377 -2.351 5.232
H 3.072 -2.932 4.935
H 3.396 -2.552 1.913
H 2.488 -1.511 2.874
H 0.042 -2.728 1.771
H 0.575 -4.298 1.203
H 1.425 -2.802 0.788
C 2.246 -1.910 -5.212
C 2.395 -1.105 -6.521
C 3.337 0.060 -6.313
O 4.683 -0.292 -6.241
C 5.250 -0.318 -4.955
N 3.004 -2.125 -7.456
H 2.974 -1.856 -8.452
H 3.997 -2.301 -7.247
H 2.539 -3.040 -7.484
H 1.940 -1.256 -4.393
H 3.157 -2.372 -4.828
H 1.472 -2.669 -5.342
H 1.383 -0.908 -6.856
H 3.011 0.699 -5.489
H 3.303 0.683 -7.218
H 4.845 -1.100 -4.309
H 5.131 0.666 -4.488
H 6.323 -0.475 -5.022
C -1.645 -2.349 7.478
C -1.135 -1.467 6.357
C -0.033 -0.522 6.798
O 0.956 -1.355 7.333
C 2.078 -0.656 7.853
N -0.633 -2.315 5.208
H 0.157 -2.875 5.548
H -1.284 -2.979 4.785
H -0.294 -1.704 4.453
H -0.866 -3.060 7.745
H -2.491 -2.936 7.092
H -2.118 -1.872 8.331
H -1.983 -0.954 5.900
H -0.503 0.168 7.510
H 0.308 0.139 5.984
H 1.767 -0.002 8.675
H 2.652 -0.026 7.162
H 2.757 -1.381 8.297
C -5.927 -0.661 -6.844
C -5.057 -1.730 -6.226
C -4.093 -1.174 -5.168
O -3.171 -2.190 -4.829
C -2.861 -2.285 -3.460
N -5.925 -2.784 -5.546
H -6.236 -2.468 -4.623
H -6.847 -2.880 -6.001
H -5.470 -3.697 -5.623
H -6.687 -0.261 -6.162
H -6.509 -1.065 -7.672
H -5.328 0.194 -7.149
H -4.428 -2.262 -6.937
H -4.654 -0.744 -4.330
H -3.484 -0.393 -5.628
H -3.764 -2.248 -2.831
H -2.182 -1.523 -3.057
H -2.434 -3.267 -3.264
*
```

=====

The following is a quantum chemistry calculation of a structure of composition C7H7N2O3, from OMol25.

Calculated values
E   -606.13295 Eh
Strongest force on any atom   4.3 eV/A
HOMO level   -4.6 eV
Energy relative to the best compared isomer or geometry (same formula, charge and spin)   181.95 kJ/mol
Orbital gap   8.16 eV

Structure (ORCA input):
```
! wB97M-V def2-TZVPD RIJCOSX def2/J DEFGRID3
* xyz -1 1
C -2.232 1.867 0.143
C -2.295 0.548 0.456
C -0.280 1.199 -0.186
C 2.462 0.298 0.498
C -0.235 -1.087 0.617
C 0.312 -1.728 -0.700
C 1.477 0.416 -0.730
N -1.033 2.239 -0.342
N -1.026 0.121 0.295
O 3.425 1.008 0.167
O 2.304 -0.321 1.573
O 1.102 -0.697 -1.511
H -3.109 2.455 -0.018
H -3.006 -0.099 0.888
H -0.888 -1.891 1.134
H 0.751 -0.756 1.226
H 1.008 -2.634 -0.493
H -0.508 -2.014 -1.464
H 1.770 1.078 -1.553
*
```

=====

Question: Look up the strongest force on any atom of the fourth one.
Answer: 1.3 eV/A